Entry 1:
{
  "formula": "C5H8O",
  "method": "ωB97M-V with the def2-TZVPD basis set",
  "species": ["O", "C", "C", "C", "C", "C", "H", "H", "H", "H", "H", "H", "H", "H"],
  "positions_angstrom": [[1.413, -1.465, -0.128], [0.832, -0.714, 0.892], [0.562, 0.725, 0.325], [-0.210, 0.730, -1.028], [-1.201, -0.324, -0.486], [-0.534, -0.229, 0.877], [1.597, -0.472, -0.357], [1.348, -0.724, 1.850], [0.972, 1.616, 0.787], [0.315, 0.489, -1.960], [-0.704, 1.701, -1.157], [-2.243, -0.002, -0.474], [-1.119, -1.310, -0.950], [-1.028, -0.020, 1.811]],
  "atomic_forces_ev_per_a": [[0.44, 1.40, -0.52], [-0.14, 1.57, 0.59], [-0.58, 0.36, 0.92], [0.19, -0.02, 0.01], [-0.15, -0.05, -0.03], [-0.72, 0.15, 0.44], [1.32, -2.93, -1.92], [-0.14, 0.00, -0.02], [-0.18, -0.10, 0.10], [0.05, 0.01, 0.22], [0.18, -0.22, 0.07], [0.14, -0.01, -0.10], [-0.06, 0.13, 0.11], [-0.34, -0.28, 0.12]],
  "multiplicity": 1,
  "smiles": "O[C@H]1[C@H]2CC[C@@H]12",
  "energy_ha": -270.4254,
  "orbital_gap_ev": 10.28,
  "de_lowest_kcal_mol": 83.2,
  "e_homo_ev": -9.25,
  "e_lumo_ev": 1.03
}



Entry 2:
{
  "formula": "ClFH2",
  "method": "ωB97M-V with the def2-TZVPD basis set",
  "species": ["Cl", "H", "F", "H"],
  "positions_angstrom": [[-0.394, 0.808, 2.087], [0.553, 0.127, 1.558], [-0.127, -0.871, -1.590], [-0.033, -0.064, -2.055]],
  "atomic_forces_ev_per_a": [[0.05, -0.01, -0.02], [-0.06, 0.00, 0.00], [0.11, 0.60, -0.32], [-0.10, -0.59, 0.34]],
  "multiplicity": 1,
  "smiles": "Cl.F",
  "energy_ha": -561.2538,
  "orbital_gap_ev": 12.61,
  "de_lowest_kcal_mol": 2.1,
  "e_homo_ev": -11.75,
  "e_lumo_ev": 0.86
}



Entry 3:
{
  "formula": "C4H4AuO",
  "method": "ωB97M-V with the def2-TZVPD basis set",
  "species": ["O", "C", "C", "C", "C", "H", "H", "H", "Au", "H"],
  "positions_angstrom": [[2.157, 0.484, 0.021], [1.125, 0.271, -0.620], [-0.122, 0.987, -0.442], [-1.240, 0.322, -0.134], [-1.986, -0.515, 0.523], [1.017, -0.702, -1.141], [-0.051, 2.060, -0.241], [-2.846, -0.997, 0.055], [3.393, -0.763, 0.646], [-1.446, -1.147, 1.333]],
  "atomic_forces_ev_per_a": [[-2.64, 4.39, -1.61], [-2.71, -1.91, -0.18], [0.20, 1.65, 0.16], [1.65, -0.75, 0.77], [0.95, -1.95, -0.46], [0.32, 0.24, -0.01], [-0.04, -0.28, 0.14], [-0.11, 0.42, 0.36], [3.63, -3.48, 1.67], [-1.26, 1.68, -0.84]],
  "multiplicity": 3,
  "charge": 1,
  "energy_ha": -365.2132,
  "orbital_gap_ev": [7.60, 6.28],
  "e_homo_ev": [-12.99, -14.74],
  "e_lumo_ev": [-5.38, -8.47]
}



Entry 4:
{
  "formula": "C3H7NO3",
  "method": "ωB97M-V with the def2-TZVPD basis set",
  "species": ["C", "C", "O", "C", "O", "N", "O", "H", "H", "H", "H", "H", "H", "H"],
  "positions_angstrom": [[-0.173, -0.333, -1.502], [-0.129, 0.364, -0.066], [-1.658, 0.101, 0.536], [0.705, -0.251, 1.120], [1.464, -1.445, 0.789], [0.177, 1.680, -0.196], [-0.637, 2.575, 0.004], [0.791, -0.322, -2.089], [-0.929, 0.211, -2.156], [-0.727, -1.283, -1.325], [-2.188, 0.429, -0.238], [0.000, -0.593, 1.881], [1.392, 0.525, 1.589], [1.911, -1.657, 1.654]],
  "atomic_forces_ev_per_a": [[-0.85, 0.80, 0.07], [-4.01, -4.30, 1.40], [2.48, 1.15, -2.67], [0.84, -0.23, 0.22], [0.34, 0.84, 0.99], [0.20, 4.46, -0.26], [1.08, -2.10, -0.30], [-0.98, -0.48, 1.06], [0.97, -0.06, 0.93], [1.30, 0.25, -0.18], [0.32, -0.35, 1.23], [-0.31, 0.63, -0.20], [-0.81, -0.68, -0.82], [-0.56, 0.07, -1.49]],
  "multiplicity": 1,
  "smiles": "C[C@@](O)(CO)N=O",
  "energy_ha": -398.8331,
  "orbital_gap_ev": 9.16,
  "de_lowest_kcal_mol": 128.4,
  "e_homo_ev": -9.64,
  "e_lumo_ev": -0.47
}



Entry 5:
{
  "formula": "C22H13N3ORbS5",
  "method": "ωB97M-V with the def2-TZVPD basis set",
  "species": ["Rb", "O", "C", "S", "C", "C", "S", "S", "S", "C", "C", "N", "C", "C", "C", "C", "C", "C", "C", "C", "C", "N", "C", "H", "H", "H", "H", "H", "H", "H", "H", "S", "C", "N", "C", "C", "C", "C", "C", "C", "H", "H", "H", "H", "H"],
  "positions_angstrom": [[-0.326, -0.943, 1.394], [-4.711, -4.091, 6.809], [-3.960, -3.624, 5.968], [-3.826, -4.208, 4.320], [-2.482, -3.188, 3.767], [-1.970, -2.344, 4.694], [-0.663, -1.193, 4.555], [-2.736, -2.409, 6.294], [-2.019, -3.425, 2.101], [-0.048, -1.094, -3.801], [-0.357, -1.141, -2.433], [0.544, -1.028, -1.484], [1.839, -0.874, -1.838], [2.253, -0.849, -3.178], [1.262, -0.949, -4.167], [3.652, -0.750, -3.503], [4.580, -0.698, -2.534], [4.198, -0.709, -1.146], [5.143, -0.660, -0.109], [4.721, -0.656, 1.193], [3.340, -0.676, 1.446], [2.434, -0.723, 0.497], [2.844, -0.764, -0.788], [-0.834, -1.184, -4.539], [-1.381, -1.288, -2.105], [1.551, -0.922, -5.211], [3.943, -0.735, -4.547], [5.633, -0.645, -2.783], [6.198, -0.631, -0.355], [5.423, -0.630, 2.014], [2.966, -0.647, 2.466], [-3.685, 3.417, 2.122], [-2.557, 2.114, 2.356], [-1.882, 1.760, 1.325], [-2.234, 2.521, 0.217], [-1.689, 2.387, -1.060], [-2.140, 3.215, -2.067], [-3.127, 4.178, -1.819], [-3.675, 4.325, -0.560], [-3.218, 3.487, 0.456], [-2.456, 1.630, 3.325], [-0.925, 1.640, -1.239], [-1.725, 3.120, -3.063], [-3.466, 4.816, -2.625], [-4.436, 5.070, -0.369]],
  "atomic_forces_ev_per_a": [[-0.27, 0.09, 0.25], [-0.09, 0.29, -0.22], [0.34, -0.50, 0.27], [-0.08, 0.07, -0.14], [0.03, 0.11, 0.07], [-0.11, -0.08, -0.07], [0.04, 0.24, 0.13], [0.00, 0.18, -0.03], [-0.22, -0.30, -0.07], [-0.04, -0.02, -0.03], [0.00, -0.02, -0.01], [0.20, 0.13, -0.07], [-0.06, -0.05, 0.11], [0.12, -0.01, -0.03], [0.01, 0.01, -0.10], [-0.23, -0.01, -0.13], [0.13, 0.00, 0.23], [0.04, 0.02, -0.11], [0.10, 0.00, 0.00], [0.03, 0.01, 0.02], [0.02, 0.04, 0.02], [0.15, -0.08, -0.22], [-0.11, 0.03, 0.06], [0.00, 0.00, 0.02], [0.00, 0.03, -0.02], [-0.01, -0.01, 0.01], [-0.04, 0.00, 0.00], [-0.01, 0.00, 0.04], [-0.02, 0.00, 0.01], [-0.02, 0.00, 0.00], [0.02, -0.03, 0.00], [-0.07, -0.01, 0.03], [-0.04, -0.05, 0.13], [0.14, -0.09, -0.28], [0.00, -0.01, 0.15], [0.04, -0.03, -0.06], [0.01, -0.01, 0.00], [0.00, -0.01, 0.04], [0.04, -0.02, -0.02], [-0.03, 0.06, 0.05], [0.03, 0.01, -0.06], [-0.01, 0.01, 0.01], [-0.01, 0.01, 0.02], [0.00, 0.00, -0.01], [0.00, 0.00, 0.00]],
  "multiplicity": 1,
  "charge": -1,
  "energy_ha": -3100.8345,
  "orbital_gap_ev": 3.53,
  "de_lowest_kcal_mol": 0.0,
  "e_homo_ev": -2.18,
  "e_lumo_ev": 1.35
}



Entry 6:
{
  "formula": "C20H22BrF5N3O4SbSe4TeTl",
  "method": "ωB97M-V with the def2-TZVPD basis set",
  "species": ["Tl", "C", "O", "C", "C", "C", "Br", "C", "C", "C", "O", "C", "N", "C", "C", "C", "C", "C", "C", "N", "H", "H", "H", "H", "H", "H", "H", "H", "H", "H", "H", "O", "C", "C", "C", "C", "C", "C", "N", "H", "H", "H", "H", "H", "H", "H", "H", "H", "H", "H", "F", "Te", "F", "F", "F", "F", "O", "Se", "Sb", "Se", "Se", "Se"],
  "positions_angstrom": [[-1.619, -0.195, -1.720], [-1.970, 1.299, 1.774], [-0.927, 0.524, 1.184], [0.350, 0.827, 1.567], [0.673, 1.357, 2.807], [2.003, 1.579, 3.132], [2.420, 2.282, 4.843], [3.015, 1.290, 2.245], [2.690, 0.779, 0.990], [1.360, 0.540, 0.651], [0.976, -0.043, -0.514], [3.797, 0.420, 0.086], [4.811, -0.313, 0.463], [5.598, -0.436, -0.668], [6.806, -1.111, -0.839], [7.397, -1.063, -2.085], [6.804, -0.359, -3.147], [5.607, 0.313, -2.996], [5.017, 0.254, -1.739], [3.856, 0.800, -1.231], [-2.173, 0.955, 2.793], [-2.842, 1.163, 1.140], [-1.704, 2.357, 1.769], [-0.103, 1.592, 3.519], [4.054, 1.445, 2.495], [1.719, -0.050, -1.134], [7.253, -1.649, -0.014], [8.335, -1.576, -2.253], [7.296, -0.344, -4.110], [5.145, 0.847, -3.817], [3.304, 1.515, -1.708], [-1.805, -2.916, -0.523], [-2.564, -3.020, 0.429], [-3.730, -3.983, 0.423], [-5.074, -3.252, 0.294], [-5.609, -2.694, 1.609], [-4.731, -1.626, 2.255], [-3.340, -2.132, 2.633], [-2.420, -2.224, 1.515], [-3.723, -4.592, 1.332], [-3.568, -4.641, -0.428], [-5.808, -3.947, -0.118], [-4.970, -2.445, -0.437], [-5.729, -3.522, 2.318], [-6.608, -2.284, 1.441], [-5.224, -1.261, 3.160], [-4.621, -0.769, 1.585], [-3.422, -3.105, 3.128], [-2.879, -1.458, 3.354], [-1.671, -1.546, 1.439], [-3.227, 5.051, -1.400], [-2.358, 3.376, -1.580], [-0.319, 2.252, -1.535], [-4.071, 3.221, -2.593], [-0.883, 4.650, -1.846], [-1.965, 3.754, 0.247], [-2.861, 1.739, -0.966], [1.561, 2.055, -5.646], [0.647, 2.838, -3.353], [2.474, 4.007, -2.328], [-1.761, 3.017, -4.031], [1.307, 0.455, -3.861]],
  "atomic_forces_ev_per_a": [[0.08, 0.06, -0.10], [-0.15, 0.04, 0.34], [0.25, -0.11, -0.11], [-0.14, 0.08, 0.17], [-0.11, -0.01, -0.04], [0.04, -0.05, -0.09], [0.01, 0.01, 0.01], [-0.14, 0.07, 0.03], [-0.09, -0.01, -0.04], [0.26, -0.05, 0.02], [0.16, -0.08, -0.07], [0.00, 0.07, 0.10], [-0.07, -0.03, -0.05], [0.06, 0.00, 0.03], [-0.03, 0.01, -0.01], [-0.02, 0.03, -0.04], [0.04, -0.02, -0.02], [-0.07, 0.01, -0.07], [0.07, 0.06, 0.03], [-0.10, -0.07, -0.23], [0.03, -0.03, 0.05], [0.07, 0.05, 0.09], [-0.06, -0.19, 0.05], [-0.03, 0.02, 0.00], [0.02, 0.01, 0.02], [0.04, -0.08, -0.06], [0.01, -0.01, 0.02], [0.02, -0.01, -0.01], [0.02, -0.01, -0.02], [0.00, 0.01, 0.04], [0.02, 0.02, 0.26], [0.09, -0.16, -0.20], [-0.05, 0.20, 0.17], [0.03, -0.02, 0.00], [0.00, 0.02, -0.03], [0.00, 0.01, 0.02], [0.02, -0.01, -0.01], [0.01, -0.01, 0.05], [0.06, -0.06, -0.05], [-0.01, -0.02, 0.00], [0.00, 0.02, 0.01], [0.00, -0.01, 0.02], [-0.02, 0.00, -0.02], [-0.02, -0.01, 0.00], [0.00, 0.01, -0.01], [-0.01, -0.01, 0.01], [0.00, 0.02, 0.01], [0.00, 0.02, 0.02], [-0.02, 0.02, -0.02], [-0.06, 0.07, 0.03], [-0.02, -0.23, 0.23], [-0.87, 1.04, -0.44], [0.07, -0.12, 0.09], [0.14, 0.00, 0.04], [-0.12, -0.34, 0.25], [0.16, 0.20, -0.18], [0.09, -0.09, -0.10], [-0.06, -0.08, -0.20], [0.52, -0.04, 0.23], [-0.17, -0.03, -0.03], [0.21, -0.10, -0.15], [-0.13, -0.10, -0.05]],
  "multiplicity": 1,
  "charge": -1,
  "energy_ha": -14600.5947,
  "orbital_gap_ev": 6.67,
  "e_homo_ev": -5.42,
  "e_lumo_ev": 1.25
}



Entry 7:
{
  "formula": "C2H3Cl2F2N",
  "method": "ωB97M-V with the def2-TZVPD basis set",
  "species": ["C", "C", "N", "F", "F", "Cl", "Cl", "H", "H", "H"],
  "positions_angstrom": [[1.192, -0.121, -0.337], [-0.207, -0.447, 0.079], [-1.088, 0.377, -0.598], [-0.443, -1.754, -0.191], [-0.208, -0.403, 1.473], [-2.716, -0.060, -0.310], [-1.092, 2.527, 1.048], [1.016, 0.296, -1.310], [1.669, 0.490, 0.433], [1.877, -0.904, -0.287]],
  "atomic_forces_ev_per_a": [[-0.58, 1.56, 0.49], [3.15, -2.42, 2.66], [-3.14, 1.47, 0.15], [-0.71, -0.42, -0.46], [-1.10, 0.37, -0.61], [1.16, 0.17, -0.22], [0.11, -0.23, -0.35], [1.18, 0.53, -0.54], [-0.54, 1.04, -0.54], [0.47, -2.07, -0.58]],
  "multiplicity": 1,
  "energy_ha": -1252.7265,
  "orbital_gap_ev": [7.66, 8.71],
  "de_lowest_kcal_mol": 43.3,
  "e_homo_ev": [-11.25, -11.46],
  "e_lumo_ev": [-3.59, -2.75]
}